# 1
This record from the Open Molecules 2025 dataset describes 9 unconnected molecules or ions with the total composition C22H65N3O9 at a distorted geometry. The level of theory is wB97M-V/def2-TZVPD.

Results
Gap between HOMO and LUMO = 9.5 eV
HOMO level = -9.128 eV
SMILES = COC[C@H](C)N.COC[C@H](C)N.COC[C@H](C)N.CC(C)O.CC(C)O.CO.CO.CO.CO

Structure (ORCA input):
```
! RIJCOSX wB97M-V def2-TZVPD def2/J DEFGRID3
* xyz 0 1
O -3.45290 -2.40870 -2.85164
O -2.79974 -2.09623 2.03707
O 1.57349 -2.06249 -1.93424
O -0.53841 1.74857 -5.27016
O 0.91676 -0.31069 0.17348
O 2.57578 5.72209 0.33246
O 3.33945 -0.81969 1.63816
O 2.05419 -4.85509 -0.77766
O -2.18550 2.85849 -0.39970
N 3.35519 2.51992 1.88911
N -1.52637 6.45917 -0.74625
N -4.82397 -3.78362 -0.53026
C 1.34474 -4.60830 0.42368
C -1.64945 5.06806 -1.17622
C 1.91271 -5.55899 1.50494
C -0.15231 -4.85617 0.23263
C 3.20246 3.40951 0.72513
C 0.91610 -2.27575 -3.19442
C -3.68916 -1.04154 -3.07979
C 2.33434 2.69774 -0.32861
C -3.11982 2.17982 0.40172
C 3.79051 6.40057 0.20633
C -0.05088 0.38239 -0.63714
C 2.50897 4.64994 1.29909
C 4.85247 -1.08623 3.46974
C -1.53345 -1.47097 2.11503
C -4.40600 -3.29271 0.80438
C 3.41593 -0.84478 3.04986
C -0.41539 4.59233 -1.94721
C -0.90232 0.88942 -4.20587
C -1.96482 4.18685 0.04141
C -3.07588 -2.57348 0.74651
C -4.42941 -4.43950 1.82412
C 2.42986 -1.85064 3.62949
H -2.80684 4.59439 0.60699
H 2.36242 3.23423 -1.28379
H 3.02606 0.14257 3.34615
H 2.88295 -4.37649 -0.80826
H 0.66680 -3.31769 -3.39725
H -3.04352 -1.80429 -0.03753
H 4.87406 -1.09612 4.56042
H -4.04330 2.76406 0.52229
H -5.79037 -4.09809 -0.48428
H 4.45377 6.40888 1.08113
H 2.46364 -2.41279 -2.02374
H -0.10092 1.22597 -5.94551
H -0.87806 -1.97925 1.40070
H -1.16289 -1.41014 3.13490
H -3.50885 -0.83364 -4.13988
H -3.97346 -4.11728 2.76160
H 1.47769 -5.26844 2.46630
H -2.75302 1.96212 1.40999
H 2.40967 2.23194 2.15003
H -1.12328 4.17065 0.75380
H -5.11303 -2.54305 1.17851
H -0.41311 -4.30424 -0.67668
H -1.36607 7.02745 -1.57045
H 0.40244 4.44539 -1.24320
H 3.72344 1.60487 1.62137
H -4.72996 -0.73536 -2.92590
H 1.38529 -1.62990 3.39502
H 5.19456 -2.04240 3.08139
H 4.36684 6.04514 -0.65115
H -0.70456 -0.32414 -1.15190
H 4.11779 3.70703 0.21564
H -1.57603 1.34560 -3.48125
H -0.77055 -4.55289 1.06969
H 2.44094 -1.89290 4.72639
H 2.51760 -0.53623 1.22396
H -2.91642 -0.49371 -2.51988
H -2.29166 -3.26837 0.40546
H 2.60418 -2.89937 3.36277
H 3.56715 7.46375 0.07866
H 2.99169 -5.42493 1.60164
H 3.00723 5.01502 2.20044
H -0.00242 -1.70091 -3.13064
H -0.19661 5.17967 -2.83429
H 2.76332 1.71804 -0.54271
H 1.71676 -6.61044 1.30345
H -3.47854 1.28370 -0.10684
H -0.31898 -5.90118 -0.03755
H -5.43621 -4.80326 2.03343
H -3.87955 -5.31035 1.44946
H 1.48345 -3.59400 0.80975
H 1.29973 2.60852 -0.00239
H -0.62374 1.02461 0.02988
H -3.75468 -2.66977 -1.96813
H -0.62919 3.58040 -2.31981
H -1.43613 0.03443 -4.62329
H 5.43423 -0.22438 3.14656
H -1.61039 -0.43577 1.74946
H -2.55860 4.97029 -1.77407
H 1.55987 -1.91513 -3.99680
H 1.23709 -0.90805 -0.52815
H 1.44033 4.57013 1.49905
H 0.44322 1.07915 -1.31664
H -4.35687 -4.69342 -0.55919
H -0.71401 6.61471 -0.15821
H -0.05957 0.54632 -3.60210
*
```


# 2
This record from the Open Molecules 2025 dataset describes 11 unconnected molecules or ions with the total composition C22H66O11S9 at a distorted geometry. The level of theory is wB97M-V/def2-TZVPD.

Results
Gap between HOMO and LUMO = 7.9 eV
HOMO level = -8.156 eV

Structure (ORCA input):
```
! RIJCOSX wB97M-V def2-TZVPD def2/J DEFGRID3
* xyz 0 1
S 4.16356 2.22353 -2.34299
S -2.35944 5.02253 -0.25099
S 4.27556 -3.27147 -0.37999
S -0.42644 -1.52747 -3.09299
S -4.74344 2.07753 -0.10199
S 3.61256 -0.19747 2.41701
S -1.74444 0.15653 5.06501
S -1.65544 3.68253 -3.84999
S 0.83056 -5.25247 2.40201
O -1.18444 5.86153 -0.77899
O -1.52744 3.16453 -2.43599
O 3.34056 -1.93747 -0.31799
O -1.18544 -0.37347 6.39801
O -4.09944 -1.44347 -0.31699
O -1.13844 0.72153 -1.17699
O 2.68756 0.63753 3.39901
O 0.82656 -5.94347 0.99501
O -4.52144 1.04553 0.93701
O -0.86544 -2.01647 -4.46799
O 3.75156 3.20353 -3.41699
C -3.88044 -2.36647 0.72901
C 4.92956 1.05253 1.92801
C -4.68644 1.16353 -1.69899
C 0.09256 -0.26747 0.58101
C 5.39156 -3.21547 0.93001
C 5.27156 -2.96947 -1.82299
C -3.45444 6.23553 0.47701
C -0.30844 1.06653 4.52901
C 2.59356 1.69353 -1.57399
C 4.48556 0.74753 -3.42899
C 1.57356 -3.66647 1.98501
C -6.42244 2.36353 0.18401
C -4.35144 -3.72247 0.39101
C -0.48444 0.98653 -0.04799
C -1.81544 4.34553 1.30901
C -1.82944 -1.18847 3.98101
C -0.00444 4.00853 -4.15599
C -1.79144 2.10253 -4.74699
C 4.71056 -0.99347 3.49201
C -0.54844 -2.94447 -1.94799
C -0.78344 -4.55047 2.76701
C 1.27056 -1.31147 -3.17399
H 0.10556 4.21653 -5.36499
H -1.06244 1.50153 0.57401
H 1.22856 -0.45747 -3.89999
H -4.20244 5.86453 1.23701
H -2.80844 6.98953 0.90401
H -0.96044 -3.66447 2.23401
H 2.72456 0.90453 -0.86599
H -0.75744 -1.87247 4.14201
H -1.17544 3.79553 1.11501
H 0.44556 -3.16647 -1.36399
H -2.52344 3.54853 1.81801
H 1.61356 -1.04647 -2.25999
H 2.09356 2.56153 -1.35999
H -1.45444 -2.91447 -1.21899
H -0.62244 -0.88547 1.11301
H 0.76056 -0.76847 -0.01899
H -6.94144 1.67153 -0.04899
H 5.72456 0.61053 1.23001
H -2.68444 -1.78447 4.35301
H 5.50256 -1.36347 2.87601
H -1.61544 4.97553 2.25801
H 3.77256 0.71853 -4.17899
H -6.43544 2.59553 1.20301
H 0.28856 1.63353 -0.10099
H -5.31644 0.29353 -1.78499
H 4.35156 -0.13147 -2.78899
H -4.14144 6.77153 -0.34499
H 0.71356 -0.22447 1.37901
H 1.26656 -2.91747 2.65701
H 5.55456 0.88553 -3.96899
H -0.40944 2.00753 5.08701
H -4.38344 -2.11047 1.70301
H 4.41556 1.67553 1.27901
H 2.48156 -3.81447 1.66001
H 6.14256 -2.39147 0.91601
H -0.30544 1.29653 3.31301
H -5.45744 -3.80947 0.01101
H -5.04344 2.00453 -2.59799
H 1.81956 1.39853 -2.24099
H -2.50044 1.56053 -4.19599
H -1.09144 1.57653 -1.60199
H -0.80744 -4.27047 3.60601
H 0.49556 3.24153 -3.70699
H 4.20856 -1.92647 3.89601
H -6.94844 3.12253 -0.47199
H 0.67856 0.43953 4.65101
H -4.06944 -4.36747 1.17901
H -1.38344 -5.26847 2.79301
H 6.14456 -3.97247 0.83901
H -0.84144 1.64753 -4.57299
H 5.26056 -0.39447 4.11701
H 4.70356 -2.92147 -2.58599
H -2.03044 2.52253 -5.83699
H -4.03344 -0.70847 0.11701
H 0.36756 4.97153 -3.84399
H -3.80144 1.04953 -2.10599
H 5.84956 -2.05747 -1.68399
H -2.81244 -2.71547 0.88901
H -0.79044 -3.86247 -2.44199
H 1.68256 -2.31547 -3.35099
H 4.99056 1.57253 2.76401
H -3.80844 -4.30747 -0.39899
H 6.00656 -3.84647 -1.89099
H 1.14256 -3.42847 1.01401
H 4.68456 -3.36047 1.87201
H -1.99744 -0.98147 2.93201
*
```